[1]
{
  "formula": "C60H140",
  "method": "wB97M-V/def2-TZVPD",
  "lumo_energy_ha": 0.0262,
  "homo_energy_ev": -10.51,
  "energy_ha": -2369.9312,
  "smiles": "CCCCCC.CCCCCC.CCCCCC.CCCCCC.CCCCCC.CCCCCC.CCCCCC.CCCCCC.CCCCCC.CCCCCC",
  "species": ["C", "C", "C", "C", "C", "C", "H", "H", "H", "H", "H", "H", "H", "H", "H", "H", "H", "H", "H", "H", "C", "C", "C", "C", "C", "C", "H", "H", "H", "H", "H", "H", "H", "H", "H", "H", "H", "H", "H", "H", "C", "C", "C", "C", "C", "C", "H", "H", "H", "H", "H", "H", "H", "H", "H", "H", "H", "H", "H", "H", "C", "C", "C", "C", "C", "C", "H", "H", "H", "H", "H", "H", "H", "H", "H", "H", "H", "H", "H", "H", "C", "C", "C", "C", "C", "C", "H", "H", "H", "H", "H", "H", "H", "H", "H", "H", "H", "H", "H", "H", "C", "C", "C", "C", "C", "C", "H", "H", "H", "H", "H", "H", "H", "H", "H", "H", "H", "H", "H", "H", "C", "C", "C", "C", "C", "C", "H", "H", "H", "H", "H", "H", "H", "H", "H", "H", "H", "H", "H", "H", "C", "C", "C", "C", "C", "C", "H", "H", "H", "H", "H", "H", "H", "H", "H", "H", "H", "H", "H", "H", "C", "C", "C", "C", "C", "C", "H", "H", "H", "H", "H", "H", "H", "H", "H", "H", "H", "H", "H", "H", "C", "C", "C", "C", "C", "C", "H", "H", "H", "H", "H", "H", "H", "H", "H", "H", "H", "H", "H", "H"],
  "xyz": [[0.87, 7.64, -1.96], [0.24, 7.38, -0.56], [-1.16, 6.78, -0.53], [-1.57, 6.21, 0.80], [-3.04, 5.85, 0.86], [-3.83, 7.14, 1.06], [0.90, 6.70, -2.54], [1.94, 7.88, -1.76], [0.39, 8.37, -2.58], [0.82, 6.64, 0.05], [0.22, 8.36, 0.02], [-1.26, 6.06, -1.37], [-1.90, 7.59, -0.77], [-0.81, 5.42, 1.01], [-1.35, 6.90, 1.62], [-3.39, 5.36, -0.07], [-3.26, 5.18, 1.68], [-4.84, 6.95, 1.33], [-3.33, 7.76, 1.85], [-3.83, 7.79, 0.18], [-3.68, -4.74, 0.77], [-3.44, -3.79, 1.93], [-3.01, -4.43, 3.23], [-2.45, -3.53, 4.27], [-1.80, -4.27, 5.39], [-1.24, -3.33, 6.44], [-4.54, -5.35, 1.07], [-2.82, -5.30, 0.44], [-4.07, -4.08, -0.04], [-2.72, -3.01, 1.66], [-4.37, -3.23, 2.03], [-2.16, -5.07, 2.95], [-3.75, -5.15, 3.61], [-1.64, -2.82, 3.93], [-3.33, -2.95, 4.77], [-2.54, -5.00, 5.90], [-0.94, -4.78, 5.00], [-0.59, -2.57, 5.92], [-1.94, -2.70, 7.00], [-0.65, -3.94, 7.12], [-5.78, 0.59, -1.58], [-4.81, 1.09, -2.63], [-4.21, -0.11, -3.40], [-3.16, -0.82, -2.56], [-2.94, -2.27, -3.01], [-1.90, -2.96, -2.25], [-6.66, 0.22, -2.03], [-6.11, 1.34, -0.93], [-5.45, -0.25, -0.98], [-5.32, 1.79, -3.34], [-4.00, 1.63, -2.16], [-3.80, 0.09, -4.42], [-5.00, -0.83, -3.57], [-2.28, -0.28, -2.59], [-3.50, -0.87, -1.53], [-3.90, -2.78, -2.85], [-2.81, -2.32, -4.07], [-0.87, -2.52, -2.41], [-2.06, -2.88, -1.16], [-1.85, -4.01, -2.45], [-2.80, 6.74, -4.32], [-3.01, 5.32, -4.77], [-1.96, 4.38, -4.16], [-2.14, 2.92, -4.63], [-2.16, 2.68, -6.17], [-0.96, 3.15, -6.89], [-3.16, 6.92, -3.29], [-3.36, 7.45, -4.97], [-1.73, 7.01, -4.19], [-4.04, 4.95, -4.55], [-2.97, 5.35, -5.86], [-2.03, 4.41, -3.06], [-0.96, 4.79, -4.47], [-1.35, 2.26, -4.27], [-3.07, 2.49, -4.27], [-2.26, 1.59, -6.40], [-3.10, 3.12, -6.66], [-1.02, 3.21, -7.94], [-0.46, 4.07, -6.56], [-0.19, 2.42, -6.68], [2.87, -6.42, 4.54], [3.91, -5.71, 3.68], [3.37, -4.51, 2.86], [2.60, -3.60, 3.78], [3.51, -2.77, 4.67], [2.63, -1.68, 5.30], [2.27, -7.09, 3.87], [2.17, -5.76, 4.98], [3.36, -7.06, 5.13], [4.64, -5.22, 4.32], [4.46, -6.34, 2.92], [2.72, -4.87, 2.04], [4.27, -4.06, 2.40], [2.00, -2.83, 3.26], [1.96, -4.26, 4.38], [3.99, -3.36, 5.44], [4.33, -2.30, 4.06], [3.09, -0.91, 5.87], [2.04, -1.18, 4.51], [1.83, -2.17, 5.93], [6.16, -0.47, -0.15], [5.77, -0.47, 1.31], [4.77, 0.65, 1.70], [4.33, 0.62, 3.19], [3.29, 1.64, 3.53], [3.77, 3.04, 3.50], [5.35, -0.71, -0.86], [6.93, -1.20, -0.38], [6.60, 0.42, -0.60], [5.26, -1.44, 1.58], [6.75, -0.37, 1.84], [3.84, 0.45, 1.13], [5.13, 1.68, 1.46], [3.85, -0.35, 3.37], [5.19, 0.70, 3.86], [2.30, 1.53, 3.07], [3.11, 1.40, 4.59], [4.05, 3.53, 2.55], [3.00, 3.71, 3.86], [4.61, 3.03, 4.12], [-0.95, -6.61, -0.82], [-0.03, -5.57, -0.14], [1.08, -5.27, -1.10], [1.79, -3.93, -0.78], [3.10, -3.64, -1.57], [4.31, -4.27, -0.97], [-1.84, -6.88, -0.21], [-0.33, -7.48, -1.02], [-1.34, -6.08, -1.73], [-0.62, -4.68, 0.10], [0.45, -5.96, 0.75], [0.75, -5.16, -2.13], [1.85, -6.04, -0.97], [1.12, -3.11, -0.84], [2.17, -3.96, 0.27], [2.93, -3.96, -2.64], [3.20, -2.57, -1.53], [4.13, -5.32, -0.61], [5.12, -4.35, -1.67], [4.63, -3.69, -0.09], [-0.49, 0.96, 5.82], [-1.47, 0.37, 4.86], [-2.57, 1.38, 4.48], [-3.53, 0.75, 3.44], [-4.85, 1.57, 3.27], [-4.63, 2.94, 2.64], [0.33, 0.27, 6.16], [-0.98, 1.39, 6.71], [0.10, 1.79, 5.33], [-0.91, 0.07, 3.93], [-1.93, -0.48, 5.27], [-2.20, 2.33, 4.10], [-3.23, 1.57, 5.36], [-3.06, 0.44, 2.46], [-3.81, -0.20, 3.90], [-5.55, 0.98, 2.74], [-5.28, 1.68, 4.24], [-4.04, 2.86, 1.71], [-5.62, 3.43, 2.40], [-4.25, 3.68, 3.29], [1.28, -0.43, 1.33], [1.30, 0.10, -0.09], [1.53, 1.59, -0.11], [1.40, 2.31, -1.47], [0.04, 2.22, -2.14], [-1.00, 2.93, -1.27], [0.79, -1.37, 1.46], [0.67, 0.26, 1.98], [2.25, -0.53, 1.92], [2.12, -0.41, -0.59], [0.34, -0.10, -0.57], [2.48, 1.80, 0.45], [0.89, 2.02, 0.63], [1.69, 3.35, -1.28], [2.07, 1.84, -2.18], [0.03, 2.72, -3.08], [-0.18, 1.21, -2.33], [-1.95, 3.01, -1.72], [-1.28, 2.28, -0.37], [-0.68, 3.92, -0.93], [0.85, -2.73, -5.14], [0.64, -1.27, -4.83], [1.89, -0.50, -4.34], [3.14, -0.70, -5.16], [4.29, 0.07, -4.62], [5.57, -0.37, -5.30], [1.24, -2.90, -6.16], [0.01, -3.33, -5.07], [1.60, -3.14, -4.46], [0.23, -0.78, -5.73], [-0.13, -1.23, -4.04], [2.07, -1.06, -3.35], [1.67, 0.51, -4.12], [3.36, -1.75, -5.16], [2.92, -0.51, -6.21], [4.18, 1.11, -4.77], [4.30, -0.27, -3.55], [5.60, -0.01, -6.34], [6.51, 0.06, -4.84], [5.67, -1.47, -5.17]],
  "mulliken_charge": [-1.193, -0.625, 0.924, -0.878, 0.417, -1.403, 0.207, 0.368, 0.346, 0.255, 0.294, -0.730, 0.389, 0.243, 0.545, 0.172, -0.245, 0.441, 0.304, 0.291, -0.702, -0.063, -0.783, 0.558, -0.494, -0.825, 0.554, -0.282, 0.184, -0.024, 0.466, 0.138, 0.339, -0.244, 0.055, 0.313, 0.232, -0.167, 0.419, 0.408, -1.744, 0.531, -1.004, 1.156, -1.264, 0.219, 0.420, 0.547, 0.328, 0.426, -0.465, 0.138, 0.625, -0.673, 0.125, 0.520, 0.331, -0.323, -0.118, 0.238, -1.046, -0.651, 1.247, 0.675, -0.670, -1.296, 0.139, 0.385, 0.254, 0.314, 0.330, -0.761, 0.299, -0.276, -0.513, 0.354, 0.375, 0.434, 0.283, 0.186, -1.472, -0.760, 0.586, 1.269, -0.605, -1.137, 0.261, 0.380, 0.543, 0.396, 0.479, -0.241, -0.183, -0.824, -0.297, 0.483, 0.367, 0.537, -0.059, 0.382, -1.388, 0.443, 0.343, 0.653, 0.597, -1.903, 0.061, 0.460, 0.377, -0.356, 0.361, -0.904, 0.501, -1.526, 0.857, -0.292, 0.258, 0.308, 0.460, 0.471, -1.451, 0.119, -0.850, 1.239, 0.318, -1.035, 0.403, 0.432, 0.214, 0.055, 0.316, 0.369, 0.414, -0.072, -1.048, 0.043, -0.220, 0.255, 0.463, -0.018, -1.359, 1.218, -1.058, 0.072, -1.117, -1.045, 0.255, 0.381, 0.216, -0.371, -0.033, 0.377, 0.335, 0.170, 0.057, 0.486, 0.390, 0.172, 0.382, 0.435, -0.250, 1.241, -1.152, -1.284, 0.649, -0.704, 0.561, -0.192, -0.650, -0.261, 0.177, 0.157, 0.797, 0.418, 0.216, 0.600, -0.293, -0.182, 0.294, -0.207, -1.309, 0.592, 0.462, -1.299, 0.406, -1.426, 0.348, 0.487, 0.021, 0.420, -0.860, -0.320, 0.424, 0.367, 0.432, 0.359, -0.150, 0.352, 0.376, 0.308]
}

---

[2]
{
  "formula": "C8H9NO2",
  "method": "wB97M-V/def2-TZVPD",
  "lumo_energy_ha": 0.0173,
  "homo_energy_ev": -8.00,
  "energy_ha": -515.4040,
  "smiles": "CNc1ccccc1C(=O)O",
  "species": ["C", "N", "C", "C", "C", "C", "C", "C", "C", "O", "O", "H", "H", "H", "H", "H", "H", "H", "H", "H"],
  "xyz": [[2.69, -1.65, 0.29], [1.26, -1.30, -0.16], [0.66, -0.10, -0.08], [1.54, 0.95, -0.19], [1.11, 2.31, -0.12], [-0.26, 2.59, 0.21], [-1.11, 1.55, 0.03], [-0.77, 0.20, -0.02], [-1.66, -0.82, 0.02], [-2.87, -0.65, 0.13], [-1.05, -1.93, -0.14], [3.41, -1.03, -0.28], [2.62, -2.71, -0.11], [2.93, -1.44, 1.41], [0.58, -1.96, -0.38], [2.62, 0.68, -0.12], [1.68, 3.31, -0.23], [-0.50, 3.73, 0.12], [-2.17, 1.81, 0.00], [-1.77, -2.72, -0.12]],
  "mulliken_charge": [-0.969, -0.307, 1.003, -0.450, -0.380, -0.654, -0.301, -0.070, 0.605, -0.677, -0.516, 0.333, 0.377, 0.246, 0.399, 0.103, 0.258, 0.244, 0.363, 0.395]
}

---

[3]
{
  "formula": "C16H29ClNVZr",
  "method": "wB97M-V/def2-TZVPD",
  "lumo_energy_ha": [-0.0624, -0.0432],
  "homo_energy_ev": [-6.14, -6.18],
  "energy_ha": -2132.8573,
  "spin_multiplicity": 3,
  "species": ["V", "Cl", "C", "C", "H", "H", "H", "H", "H", "H", "Zr", "C", "C", "H", "H", "H", "H", "H", "C", "C", "C", "C", "C", "C", "C", "C", "N", "C", "C", "C", "C", "H", "H", "H", "H", "H", "H", "H", "H", "H", "H", "H", "H", "H", "H", "H", "H", "H", "H"],
  "xyz": [[0.86, 0.51, -4.52], [0.90, 1.82, -2.64], [-0.85, 0.20, -5.68], [2.59, -0.54, -5.01], [-0.78, -0.55, -6.49], [-1.66, -0.12, -5.01], [-1.15, 1.15, -6.16], [2.53, -1.26, -5.84], [2.90, -1.10, -4.11], [3.39, 0.18, -5.27], [0.36, 0.11, -0.13], [-1.49, 1.27, -0.58], [-0.44, -1.78, 0.41], [-2.02, 0.84, -1.44], [-2.27, 1.41, 0.15], [-1.28, 2.29, -0.95], [0.09, -2.64, 0.89], [-1.51, -2.08, 0.48], [0.14, 1.39, 6.69], [0.08, 1.66, 5.20], [-0.60, 2.79, 4.74], [-0.73, 3.11, 3.39], [-1.43, 4.37, 2.97], [-0.15, 2.22, 2.46], [0.57, 1.10, 2.88], [0.70, 0.83, 4.26], [1.12, 0.31, 1.86], [2.43, -0.43, 2.00], [3.48, 0.50, 2.62], [2.30, -1.69, 2.85], [2.80, -0.82, 0.59], [0.63, 2.22, 7.23], [-0.87, 1.30, 7.12], [0.70, 0.46, 6.87], [-1.05, 3.47, 5.47], [-2.48, 4.39, 3.33], [-0.95, 5.26, 3.40], [-1.44, 4.47, 1.88], [-0.20, 2.44, 1.39], [1.24, -0.07, 4.59], [3.20, 0.78, 3.64], [4.45, -0.03, 2.63], [3.57, 1.40, 2.00], [1.50, -2.34, 2.48], [3.26, -2.23, 2.79], [2.12, -1.44, 3.90], [2.07, -1.56, 0.18], [2.93, 0.07, -0.04], [3.75, -1.34, 0.61]],
  "lowdin_spin": [2.124, 0.015, -0.065, -0.063, -0.007, 0.000, 0.001, -0.006, 0.001, 0.001, 0.013, 0.000, -0.014, 0.000, 0.000, 0.000, -0.001, -0.001, 0.000, 0.000, 0.000, 0.000, 0.000, 0.000, 0.000, 0.000, -0.001, 0.000, 0.000, 0.000, 0.001, 0.000, 0.000, 0.000, 0.000, 0.000, 0.000, 0.000, 0.000, 0.000, 0.000, 0.000, 0.000, 0.000, 0.000, 0.000, 0.000, 0.000, 0.000]
}

---

[4]
{
  "formula": "ClHNO2S",
  "method": "wB97M-V/def2-TZVPD",
  "lumo_energy_ha": 0.1362,
  "homo_energy_ev": -2.83,
  "energy_ha": -1064.1958,
  "total_charge": -1,
  "species": ["N", "O", "O", "S", "Cl", "H"],
  "xyz": [[0.43, -1.46, -0.43], [-0.83, 1.49, -1.37], [-0.04, 2.05, 0.88], [-0.75, 1.09, 0.03], [-0.12, -2.20, 1.02], [1.29, -0.97, -0.13]],
  "mulliken_charge": [-0.615, -0.468, -0.477, 0.643, -0.247, 0.163]
}